ORCA calculation (ωB97M-V/def2-TZVPD) on a structure of composition C41H42Cl5N4O5PSSc.

Summary:
- energy above the lowest of the compared OMol25 structures with the same formula, charge and spin (eV) = 0.000
- frontier orbital gap (eV) = 5.41
- calculated total energy (eV) = -162839.387

ORCA input file:
```
! wB97M-V def2-TZVPD RIJCOSX def2/J DEFGRID3
* xyz -1 1
Sc 0.68718 0.91363 0.89830
Cl -0.29402 3.71791 1.60688
C -1.20664 2.83150 2.75220
C -1.71433 1.52820 2.33627
C -1.60270 0.57599 3.50048
Cl -2.25415 -2.60252 2.91994
C -2.44282 1.16486 4.66969
Cl -3.42168 0.11435 5.63585
C -2.47180 2.49085 4.81675
Cl -3.41898 3.28863 5.95096
C -1.60628 3.32520 3.92992
Cl -1.28877 4.95309 4.40218
N 4.52972 0.96395 2.67298
C 5.42889 1.96068 2.31212
C 6.61340 2.18792 2.96030
C 7.52128 3.12781 2.41457
C 7.23160 3.78726 1.26083
C 5.99791 3.56875 0.66491
C 5.08134 2.66413 1.12802
S 3.73672 2.15660 0.18129
N 2.66429 1.49476 1.28568
C 3.11108 1.13776 2.55973
C 2.21106 0.66306 3.43939
C 2.52701 0.17967 4.76253
C 1.52494 -0.15355 5.57127
C 0.14063 0.05673 5.16961
C -0.11322 0.42217 3.92470
N 0.82219 0.61077 2.99321
H 4.81556 0.48484 3.53913
H 6.92857 1.59375 3.81280
H 8.51452 3.26051 2.88569
H 7.92603 4.49802 0.79938
H 5.75931 4.12352 -0.25423
H 3.53924 0.22817 5.09642
H 1.68441 -0.45680 6.59244
H -0.61826 -0.11743 5.93568
H -1.98046 -0.39917 3.17009
C 3.40424 -2.05333 -1.11863
O 2.91095 -2.89695 -0.06094
P 2.45077 -2.00071 1.25103
O 0.95605 -1.29821 0.71136
C -0.12363 -2.17896 0.16340
O 1.93304 -3.30556 2.09603
C 1.35812 -2.96475 3.36948
H 2.69011 -2.04704 -1.97992
H 4.34476 -2.43530 -1.46154
H 3.51395 -1.00511 -0.71676
H -0.06730 -2.07147 -0.89817
H -1.09359 -1.85925 0.53318
H 0.10413 -3.20083 0.45759
H 2.09381 -3.14531 4.19692
H 0.45787 -3.54103 3.53773
H 1.14413 -1.90091 3.39905
C -3.55605 -0.67394 0.21115
C -3.64948 0.75098 0.71736
C -4.67149 0.75611 1.91413
C -4.18944 1.64373 -0.42038
C -2.38650 1.53450 1.18352
H -4.52549 -1.05287 -0.04827
H -3.20983 -1.35872 0.98899
H -2.89321 -0.81973 -0.63233
H -5.62056 0.39708 1.51093
H -4.76845 1.79592 2.36821
H -4.36632 0.02740 2.69047
H -5.06049 1.14608 -0.85239
H -3.41596 1.80714 -1.15661
H -4.49779 2.62804 -0.06408
H -2.21642 2.40932 0.59217
C -1.38156 -4.96501 -5.79331
C -2.14125 -3.79132 -5.22568
C -3.48620 -3.66233 -5.49123
C -4.21832 -2.52366 -5.01667
C -3.55985 -1.54474 -4.30651
C -2.16067 -1.61711 -4.08924
N -1.45475 -0.62853 -3.33128
C -0.95651 0.54373 -3.83420
C -1.05116 0.81732 -5.23485
C -0.61592 1.98424 -5.75445
C -0.08326 2.96280 -4.91486
C 0.05682 2.70766 -3.58323
C -0.36216 1.50847 -2.99719
C -0.06734 1.30892 -1.57355
O -0.66552 0.39625 -0.90475
O 0.78957 2.05439 -1.00054
C -1.47166 -2.77661 -4.50817
C -0.02026 -2.92380 -4.26558
H -2.04404 -5.57404 -6.38529
H -0.94572 -5.55112 -4.99802
H -0.62469 -4.61881 -6.47541
H -4.00620 -4.49682 -5.95630
H -5.28018 -2.39509 -5.16692
H -4.08154 -0.63861 -3.97442
H -1.53129 -0.69463 -2.34000
H -1.44183 0.03480 -5.88422
H -0.72928 2.16378 -6.80613
H 0.31436 3.87422 -5.36633
H 0.49287 3.44476 -2.91817
H 0.42583 -2.93260 -5.26384
H 0.31326 -3.83350 -3.78543
H 0.37573 -2.06490 -3.63488
*
```

Löwdin atomic charge list, values in e, 99 entries: 1.005 0.818 -0.654 -0.270 -0.209 -0.278 -0.632 0.700 -0.750 0.703 -0.666 0.674 0.088 -0.276 -0.036 -0.120 -0.136 -0.138 -0.483 0.975 -0.453 -0.394 -0.236 -0.062 -0.089 -0.051 -0.305 -0.006 0.125 0.105 0.102 0.101 0.106 0.090 0.095 0.097 -0.008 -0.137 -0.346 0.979 -0.469 -0.058 -0.344 -0.137 0.087 0.069 0.063 0.059 0.021 0.087 0.096 0.048 0.033 -0.070 -0.513 -0.027 -0.058 0.006 0.081 -0.016 0.057 0.079 0.109 0.070 0.084 0.073 0.085 0.085 -0.045 -0.238 -0.041 -0.073 -0.028 -0.191 0.088 -0.161 -0.020 -0.099 -0.100 -0.027 -0.070 -0.542 -0.089 -0.110 -0.171 -0.040 0.068 0.082 0.076 0.103 0.093 0.119 0.094 0.114 0.100 0.102 0.122 0.087 0.080



ORCA calculation (ωB97M-V/def2-TZVPD) on a cluster of 2 separate species, C41H42N2O2P in total.

Summary:
- energy above the lowest of the compared OMol25 structures with the same formula, charge and spin (eV) = 0.377
- frontier orbital gap (eV) = 5.07
- calculated total energy (eV) = -59556.408

ORCA input file:
```
! wB97M-V def2-TZVPD RIJCOSX def2/J DEFGRID3
* xyz 1 1
C 4.64640 -2.61110 -0.17604
C 3.49691 -2.69699 -1.15482
O 2.24688 -2.44878 -0.55920
C 1.27361 -2.42158 -1.54612
C -0.03803 -2.27796 -1.11519
P -1.36964 -2.30756 -2.31440
C -1.19131 -0.91570 -3.44219
C -1.17604 -1.11999 -4.80225
C -1.08318 -0.04374 -5.66127
C -1.00535 1.23666 -5.15224
C -1.01029 1.43921 -3.78663
C -1.10126 0.35820 -2.93116
C -1.41121 -3.87254 -3.21890
C -2.47199 -4.11740 -4.05993
C -2.53563 -5.29968 -4.77289
C -1.53979 -6.24441 -4.62644
C -0.47659 -6.00087 -3.78179
C -0.41175 -4.81000 -3.08453
C -2.89129 -2.16781 -1.36298
C -3.76177 -1.11229 -1.51506
C -4.88062 -1.02293 -0.71205
C -5.12827 -1.99750 0.23362
C -4.26811 -3.06830 0.36806
C -3.14698 -3.15168 -0.43707
O 1.54538 -2.53764 -2.75235
H 5.57449 -2.99477 -0.60244
H 4.82378 -1.58193 0.13286
H 4.41676 -3.18433 0.72123
H 3.60954 -1.97298 -1.97289
H 3.43414 -3.69223 -1.61627
H -0.26800 -2.22093 -0.07273
H -1.21562 -2.12208 -5.19320
H -1.07568 -0.20660 -6.72644
H -0.93669 2.07752 -5.82095
H -0.94971 2.43755 -3.38522
H -1.09242 0.50238 -1.86325
H -3.24875 -3.37770 -4.16467
H -3.35318 -5.47821 -5.45237
H -1.58909 -7.16806 -5.17706
H 0.31033 -6.73083 -3.67561
H 0.43341 -4.59764 -2.45299
H -3.56731 -0.35472 -2.25396
H -5.56036 -0.19387 -0.82546
H -5.99078 -1.91852 0.87229
H -4.46828 -3.83847 1.09490
H -2.46307 -3.98028 -0.34198
C 6.54635 2.33048 5.26734
N 5.83032 1.44222 4.36007
C 6.42526 0.19329 3.83797
C 5.34643 -0.36929 2.89097
C 4.21984 0.62938 2.94496
C 4.54789 1.66189 3.84881
C 3.60429 2.64140 4.15959
C 2.36862 2.59179 3.56945
C 2.04739 1.62795 2.57395
C 0.82863 1.60720 1.85217
C -0.25069 2.52334 1.83912
C -1.43490 2.16454 1.14363
C -2.53178 2.98331 1.17976
C -2.51392 4.17907 1.92966
N -3.75163 4.81866 1.81329
C -4.08777 6.11853 2.38301
C -4.64819 4.11120 0.87287
C -3.85144 2.85414 0.46481
C -1.33813 4.58649 2.56210
C -0.22250 3.79560 2.47593
C 3.00488 0.61461 2.31031
H 5.92629 3.18847 5.51414
H 6.79874 1.80726 6.18769
H 7.46439 2.68943 4.80447
H 7.36548 0.40451 3.32085
H 6.64584 -0.48702 4.66450
H 5.72029 -0.47225 1.86584
H 4.98369 -1.35097 3.22226
H 3.84533 3.41268 4.86980
H 1.60539 3.24452 3.94890
H 0.69438 0.74480 1.22438
H -1.47246 1.24501 0.58939
H -3.27561 6.46983 3.01464
H -4.25480 6.84842 1.59272
H -4.98900 6.04740 2.98991
H -5.59622 3.86674 1.35801
H -4.86747 4.75660 0.01754
H -3.68269 2.81237 -0.61919
H -4.35384 1.92615 0.76553
H -1.31000 5.52546 3.08696
H 0.71162 4.20033 2.81926
H 2.76809 -0.17645 1.62272
*
```

Let us look at the Löwdin charges, expressed in e, one per atom: -0.066 -0.275 -0.041 -0.620 -0.172 1.094 -0.303 -0.059 -0.058 -0.072 -0.072 -0.097 -0.306 -0.100 -0.070 -0.071 -0.055 -0.056 -0.304 -0.078 -0.082 -0.075 -0.061 -0.074 -0.012 0.082 0.048 0.077 0.124 0.128 0.049 0.105 0.110 0.107 0.103 0.094 0.113 0.107 0.108 0.110 0.099 0.100 0.103 0.107 0.110 0.117 -0.016 -0.098 -0.106 -0.083 -0.137 -0.133 0.016 0.000 -0.188 0.098 -0.190 0.045 -0.144 -0.135 -0.101 -0.017 -0.108 -0.083 0.015 -0.002 0.055 0.079 0.095 0.095 0.125 0.125 0.110 0.130 0.108 0.097 0.121 0.117 0.079 0.094 0.094 0.124 0.124 0.124 0.118 0.108 0.100 0.124



ORCA calculation (ωB97M-V/def2-TZVPD) on a structure of composition C41H42N5OPbSSb.

Summary:
- energy above the lowest of the compared OMol25 structures with the same formula, charge and spin (eV) = 0.966
- frontier orbital gap (eV) = 5.51
- calculated total energy (eV) = -75302.652

ORCA input file:
```
! wB97M-V def2-TZVPD RIJCOSX def2/J DEFGRID3
* xyz 2 1
Pb 0.78902 -0.39680 -0.07095
C 4.40578 -3.25923 -0.42414
C 4.57318 -3.88193 0.81772
C 3.58656 -3.76883 1.76393
C 2.43464 -3.01479 1.48438
N 2.30103 -2.38746 0.31021
C 3.26254 -2.52835 -0.61958
N 1.43275 -3.04231 2.42280
C 0.50783 -2.17873 2.61430
N 0.27179 -0.93107 2.03323
C -0.78924 -0.31972 2.72708
N -1.28585 0.85183 2.65201
C -0.89938 1.88950 1.82356
C -1.34789 3.16386 2.18208
C -1.06154 4.24480 1.38280
C -0.34337 4.04481 0.20371
C 0.06966 2.76833 -0.08417
N -0.17631 1.71286 0.71046
C -1.31323 -1.29223 3.70871
C -2.36481 -1.19342 4.59929
C -2.60298 -2.28998 5.41993
C -1.80118 -3.43122 5.35374
C -0.73629 -3.50979 4.46352
C -0.52226 -2.41805 3.64309
H 5.14333 -3.34774 -1.20746
H 5.46324 -4.46012 1.02427
H 3.65134 -4.25500 2.72570
H 3.08697 -2.01116 -1.55876
H -1.92386 3.25626 3.09111
H -1.41619 5.22983 1.64376
H -0.13378 4.85591 -0.47715
H 0.62409 2.55872 -0.99420
H -2.96722 -0.29810 4.65514
H -3.41591 -2.25662 6.13178
H -2.00584 -4.26036 6.01670
H -0.09209 -4.37692 4.42133
C -2.78426 -4.96205 0.40798
C -1.41993 -4.28007 0.57225
C -0.36376 -5.28722 1.01308
C -1.06660 -3.55746 -0.71228
C -1.67786 -2.38815 -1.05467
C -1.49782 -1.74808 -2.37262
C -0.36848 -2.23644 -3.19682
C -0.01006 -1.50421 -4.43360
C 0.24737 -3.40424 -2.81291
C -0.11126 -4.05073 -1.62842
H -3.06590 -5.45845 1.33472
H -2.74455 -5.71749 -0.37875
H -3.56990 -4.24892 0.15713
H -1.51634 -3.51266 1.34792
H -0.36063 -6.16790 0.36753
H -0.59359 -5.63189 2.01954
H 0.63953 -4.86001 1.03815
H -2.42673 -1.94989 -0.40300
H -2.34423 -2.24490 -2.91964
H 0.73636 -2.03673 -5.01591
H 0.36289 -0.51141 -4.16918
H -0.89657 -1.33474 -5.04836
H 1.02719 -3.82756 -3.43144
H 0.39158 -4.98036 -1.39040
C 4.68066 0.51398 -1.70145
Sb 3.50345 1.16773 -0.05084
C 5.01701 1.23226 1.43146
C 3.41515 3.22944 -0.56561
H 5.41950 1.28707 -1.90294
H 4.06918 0.36747 -2.58938
H 5.18942 -0.41356 -1.45195
H 5.87366 1.75077 1.00576
H 5.29773 0.22088 1.71465
H 4.65667 1.76537 2.30734
H 4.43891 3.59309 -0.62757
H 2.87156 3.79142 0.18923
H 2.92990 3.35438 -1.53112
C -2.85679 8.90011 -1.20425
C -2.67562 7.40993 -1.25005
O -2.26512 6.74175 -0.34453
S -3.10513 6.73011 -2.86406
C -2.75229 5.01159 -2.65779
C -3.33599 4.24034 -1.65441
C -3.08171 2.88271 -1.58914
C -2.24742 2.27857 -2.53028
C -1.67438 3.04754 -3.54172
C -1.92137 4.40723 -3.59895
C -1.98406 0.86842 -2.46760
C -1.76134 -0.31209 -2.41639
H -3.00601 9.21179 -0.17346
H -3.69027 9.22020 -1.82650
H -1.94598 9.36835 -1.58187
H -3.99657 4.69655 -0.93204
H -3.53758 2.28471 -0.81131
H -1.04143 2.58000 -4.28343
H -1.47478 5.00661 -4.38003
*
```

Let us look at the Löwdin charges, expressed in e, one per atom: 1.199 -0.051 -0.027 0.019 -0.342 -0.037 -0.207 0.169 -0.305 -0.042 -0.290 0.179 -0.316 0.023 -0.020 -0.046 -0.201 -0.042 -0.114 0.012 -0.042 -0.043 0.001 -0.131 0.115 0.123 0.126 0.091 0.125 0.114 0.117 0.086 0.121 0.115 0.114 0.118 -0.034 -0.364 -0.056 -0.175 0.030 -0.300 -0.174 0.006 0.016 0.095 0.094 0.095 0.083 0.127 0.092 0.091 0.060 0.155 0.235 0.100 0.103 0.119 0.136 0.136 -0.304 1.252 -0.290 -0.304 0.022 0.009 0.000 0.024 0.010 0.017 0.023 0.009 0.013 -0.060 -0.718 0.022 1.053 -0.514 -0.067 -0.020 -0.243 -0.022 -0.080 0.055 -0.013 0.094 0.078 0.098 0.123 0.127 0.119 0.111



ORCA calculation (ωB97M-V/def2-TZVPD) on a structure of composition C41H43N9S3SeV.

Summary:
- energy above the lowest of the compared OMol25 structures with the same formula, charge and spin (eV) = 0.867
- frontier orbital gap (spin up / spin down) (eV) = 6.72 / 7.31
- <S²> = 2.03
- calculated total energy (eV) = -180163.168

ORCA input file:
```
! wB97M-V def2-TZVPD RIJCOSX def2/J DEFGRID3
* xyz 1 3
V -0.49293 -0.53613 -0.09929
C -6.20054 1.16159 3.66649
C -5.04742 1.05306 2.71006
C -4.72278 2.09369 1.84470
C -3.66979 1.98097 0.96513
C -2.88248 0.82144 0.88990
N -1.79852 0.71957 0.03836
C -1.39471 1.80992 -0.74644
C -1.02155 3.03780 -0.19742
C -0.64005 4.08555 -1.01080
C -0.64048 3.96283 -2.39944
C -0.32138 5.14357 -3.27429
C -0.97796 2.73808 -2.95169
C -1.32188 1.66808 -2.14103
N -1.67469 0.41902 -2.70895
C -2.42227 0.20141 -3.81494
C -2.74203 -1.13476 -3.83785
C -2.14581 -1.67031 -2.68917
N -1.49634 -0.72882 -2.02161
C -3.27025 -0.26313 1.70021
C -4.30662 -0.11066 2.61806
N -2.69336 -1.55146 1.54686
C -3.18580 -2.71423 2.03859
C -2.42886 -3.74426 1.53858
C -1.47531 -3.13564 0.72495
N -1.64676 -1.81143 0.73229
H -6.40214 2.19925 3.92710
H -6.01246 0.60050 4.58166
H -7.10931 0.75457 3.21688
H -5.29692 3.01164 1.87430
H -3.43702 2.80946 0.31200
H -1.04865 3.15105 0.87834
H -0.34914 5.02644 -0.55810
H 0.29922 5.86655 -2.74479
H -1.24576 5.65517 -3.55145
H 0.18030 4.84395 -4.19441
H -0.95193 2.60827 -4.02787
H -2.68566 0.99947 -4.48699
H -3.34563 -1.64626 -4.56690
H -2.17380 -2.68401 -2.31871
H -4.54490 -0.92171 3.29278
H -4.04693 -2.75655 2.67771
H -2.54253 -4.79585 1.73270
H -0.70764 -3.59115 0.12134
C -0.57442 -4.49698 -5.45294
N 0.08770 -3.48358 -4.66156
C 0.63301 -2.31515 -5.16394
C 1.24253 -1.67922 -4.15562
N 1.05347 -2.44831 -3.00964
C 0.35404 -3.59548 -3.32903
S -0.04225 -4.86512 -2.33674
C 1.76711 -2.24982 -1.80801
C 3.14812 -2.21882 -1.90145
C 3.89817 -2.07790 -0.74669
C 3.24345 -2.06499 0.46863
C 1.86290 -2.12493 0.47182
N 1.10808 -2.14450 -0.64161
H 0.10406 -4.88121 -6.21389
H -1.46152 -4.08526 -5.93468
H -0.86780 -5.30769 -4.79252
H 0.52575 -2.03340 -6.19663
H 1.75529 -0.73339 -4.11638
H 3.61629 -2.31290 -2.87124
H 4.97672 -2.01937 -0.80182
H 3.78402 -2.00526 1.40292
H 1.33252 -2.20613 1.41021
C 3.49326 -1.51458 6.93603
C 2.83860 -1.11346 5.64272
C 3.44795 -0.22635 4.76679
C 2.83124 0.19343 3.59286
C 3.55162 1.15551 2.69649
C 1.55335 -0.29105 3.28556
Se 0.58926 0.48778 1.79876
C 0.93467 -1.21548 4.13411
C -0.44376 -1.75021 3.85502
C 1.58941 -1.60930 5.29430
H 4.51061 -1.13181 6.99546
H 3.52199 -2.59966 7.04025
H 2.92577 -1.11483 7.77828
H 4.43433 0.16086 4.99880
H 4.58775 1.27614 3.01297
H 3.06685 2.13422 2.71311
H 3.53574 0.80905 1.66324
H -0.56410 -2.02800 2.80854
H -1.19440 -0.98819 4.08355
H -0.64283 -2.62507 4.47314
H 1.09799 -2.31630 5.95526
S 1.81544 0.87528 -1.89781
C 2.47094 2.38924 -1.78914
N 2.83458 3.10976 -2.85656
C 3.62745 4.31081 -2.64944
C 3.43734 4.71166 -1.18764
S 2.84029 3.22092 -0.31133
H 2.78655 2.67662 -3.76550
H 3.28016 5.09841 -3.31820
H 4.67976 4.11378 -2.86863
H 2.69015 5.49349 -1.06290
H 4.36627 5.03020 -0.72412
*
```

Let us look at the Löwdin charges, expressed in e, one per atom: 0.581 -0.042 -0.267 -0.027 0.004 -0.187 -0.151 -0.270 -0.030 -0.035 -0.271 -0.039 0.008 -0.168 -0.049 -0.025 -0.027 -0.106 0.010 -0.096 0.022 -0.025 -0.024 -0.010 -0.116 -0.075 0.080 0.081 0.088 0.120 0.112 0.123 0.122 0.075 0.090 0.078 0.126 0.131 0.105 0.103 0.112 0.127 0.114 0.060 -0.031 -0.122 -0.042 -0.069 -0.012 -0.778 0.645 -0.348 -0.008 -0.021 -0.022 -0.161 0.051 0.100 0.094 0.047 0.128 0.074 0.129 0.122 0.123 0.084 -0.047 -0.266 -0.014 -0.307 -0.103 -0.481 0.818 -0.293 -0.068 -0.014 0.074 0.081 0.085 0.115 0.080 0.066 0.042 0.025 0.090 0.085 0.121 0.740 -1.087 -0.060 -0.207 -0.386 0.963 0.138 0.120 0.123 0.071 0.079